{
  "formula": "C23H21BiN8O4S4Se",
  "method": "ωB97M-V with the def2-TZVPD basis set",
  "species": ["Se", "C", "N", "N", "C", "O", "S", "H", "C", "H", "S", "C", "H", "H", "H", "H", "C", "H", "C", "H", "C", "N", "H", "H", "N", "H", "H", "H", "C", "C", "C", "N", "C", "S", "H", "C", "C", "C", "C", "O", "C", "H", "H", "C", "S", "N", "H", "Bi", "C", "C", "C", "O", "C", "H", "H", "H", "N", "H", "C", "C", "N", "O"],
  "coordinates": [[-3.93556, -0.95986, -6.66119], [3.30450, -0.76357, 0.19274], [-0.14110, -0.90843, -1.70088], [1.40439, -2.74644, 2.32010], [-0.68945, -2.67544, -3.77411], [-2.81617, -2.52959, 2.00906], [1.04114, 5.58682, 2.58152], [0.73796, -3.94637, -2.79694], [-2.34325, -1.08054, -4.70469], [4.73440, -2.35500, -0.18817], [0.54806, 3.59135, 0.44437], [-3.16728, 2.98959, -2.17924], [0.46140, -2.37922, 2.07860], [-1.98583, 2.61944, 2.06368], [5.14717, -3.88295, 2.07016], [3.51886, -4.26193, 2.64812], [-1.05004, -0.58172, -2.63930], [-1.05577, 1.75590, 3.10512], [4.08399, -3.81303, 1.83491], [2.02570, 0.82945, -2.00989], [1.69997, 5.37597, 4.20013], [-1.43053, 1.49911, -1.49548], [-1.82351, 3.22619, -0.49314], [-0.92227, -3.34467, -4.59139], [-3.97141, 0.43866, -5.49456], [-3.70187, 3.91043, -1.98642], [-3.53442, 1.20675, 3.24432], [-1.33739, -0.32232, 3.72864], [-3.05045, 0.13975, -4.56553], [2.32170, 1.03923, -0.98018], [-2.78055, 0.76817, 2.57240], [2.15060, -1.07395, 0.77942], [0.45748, -2.07581, -1.77143], [2.06665, 3.68653, 4.52943], [2.67067, 2.06709, -0.90129], [1.09931, 3.89932, 2.07351], [-2.76107, 1.00410, -3.44967], [-1.35881, -1.44446, -3.71283], [1.57501, 3.01893, 2.97264], [1.86872, 6.27770, 4.99100], [2.36093, -2.08112, 1.60629], [3.89100, -4.39186, 0.91956], [1.56878, -2.73447, 3.32075], [-2.12601, 2.60567, -1.32733], [1.78442, 1.29614, 2.78752], [3.71709, -2.42695, 1.68363], [-2.99816, -0.93390, 3.88290], [0.41587, 0.78454, 0.39549], [0.21752, -2.99771, -2.79701], [-2.26070, -0.53960, 3.18196], [-3.47473, 2.19405, -3.25242], [3.47924, 0.20198, -0.70490], [-1.74944, 0.68017, -2.51584], [-4.25605, 2.44630, -3.95637], [1.15115, -2.30122, -0.97259], [-3.28599, 0.55649, 1.62500], [-1.67722, 1.68557, 2.30659], [5.28979, -1.15289, 0.99606], [-1.97933, -1.63037, 2.13059], [4.40022, -1.67710, 0.62719], [-2.63415, -1.85789, -5.75447], [-0.89515, -1.51096, 1.47385]],
  "forces_ev_per_a": [[0.1, 0.0, 0.1], [0.2, 0.0, 0.1], [0.0, 0.0, 0.0], [-0.2, 0.0, 0.0], [0.1, 0.0, 0.1], [-0.1, -0.1, 0.0], [0.0, 0.0, 0.0], [0.0, 0.0, 0.0], [0.0, -0.1, -0.1], [0.0, 0.0, 0.0], [0.0, 0.1, 0.0], [-0.1, 0.0, -0.1], [0.1, -0.1, 0.1], [0.0, 0.0, 0.0], [0.0, 0.0, 0.0], [0.0, 0.0, 0.0], [0.0, 0.0, -0.1], [0.0, 0.0, 0.0], [0.0, 0.0, 0.1], [0.0, 0.0, 0.0], [0.0, 0.0, 0.0], [-0.1, 0.0, 0.0], [0.0, 0.0, 0.0], [0.0, 0.0, 0.0], [0.0, 0.1, 0.1], [0.0, 0.0, 0.0], [0.0, 0.0, 0.0], [0.0, 0.0, 0.0], [-0.1, 0.0, -0.1], [0.0, 0.1, 0.0], [-0.1, 0.0, 0.1], [-0.2, -0.1, -0.1], [0.1, -0.1, 0.0], [0.0, 0.0, 0.0], [0.0, 0.0, 0.0], [0.0, 0.0, 0.0], [0.0, -0.1, -0.1], [-0.1, 0.0, -0.1], [0.0, 0.0, 0.0], [0.0, 0.1, 0.1], [0.0, 0.0, 0.0], [0.0, 0.0, 0.0], [0.0, 0.0, 0.0], [0.0, 0.1, 0.1], [0.0, -0.1, -0.1], [0.0, 0.1, -0.1], [0.0, 0.0, 0.0], [0.2, -0.1, 0.3], [-0.1, 0.0, -0.1], [0.0, 0.0, 0.0], [0.0, 0.1, 0.1], [0.1, -0.1, 0.0], [-0.1, -0.1, -0.2], [0.0, 0.0, 0.0], [0.0, 0.0, 0.0], [0.0, 0.0, 0.0], [0.0, 0.1, 0.0], [0.0, 0.0, 0.0], [-0.1, 0.0, 0.2], [0.0, 0.0, 0.0], [0.1, -0.1, 0.0], [0.1, 0.2, -0.1]],
  "mulliken_charge": [-0.046, -0.088, 0.479, -0.481, -0.935, -0.777, -0.203, 0.458, 1.134, 0.281, -0.554, -1.110, 0.389, 0.197, 0.356, 0.326, -1.058, 0.163, -1.114, 0.375, 0.588, 0.367, 0.267, 0.481, -1.011, 0.407, 0.367, 0.270, 0.951, -0.896, -0.712, 0.569, -0.382, -0.183, 0.487, 0.123, 0.386, 0.490, 0.082, -0.655, -0.559, 0.353, 0.248, -0.086, -0.600, 0.037, 0.307, 2.416, -1.011, -0.436, -0.687, -0.482, -0.360, 0.487, 0.186, 0.360, -0.340, 0.262, 0.242, -0.491, -1.010, -0.623],
  "charge": -2,
  "de_lowest_ev": 2.1967,
  "lumo_energy_ha": [0.1516, 0.1525],
  "homo_lumo_gap_ev": [4.9992, 4.6464]
}

---

{
  "formula": "C13H25Cl3IrO2Si",
  "method": "ωB97M-V with the def2-TZVPD basis set",
  "species": ["H", "H", "H", "Cl", "Si", "H", "C", "H", "H", "C", "C", "H", "Ir", "H", "C", "C", "C", "C", "C", "Cl", "H", "H", "C", "H", "H", "H", "H", "H", "H", "C", "O", "H", "H", "H", "H", "O", "C", "C", "Cl", "H", "H", "H", "H", "H", "C"],
  "coordinates": [[-1.49776, -1.71093, 3.19340], [2.48001, -0.21551, 4.06256], [-1.38048, -1.51718, 4.97189], [-1.18165, -1.82084, 0.59501], [0.00587, 0.18711, 3.78373], [3.05814, -1.53894, -1.51117], [1.56348, -0.76165, 4.31127], [0.49648, -2.73302, -3.98537], [3.23046, 0.23146, -1.39705], [0.58201, -2.70288, -2.89051], [-0.96083, -0.74050, -2.31389], [0.20539, 2.50016, 1.31954], [-0.39105, 0.33170, 0.35563], [1.01798, 2.78816, -2.17271], [1.26059, 2.09625, -1.36036], [1.28575, -0.42732, -1.93899], [0.62825, 0.79760, -1.50996], [-0.84194, 0.58429, -1.70175], [-1.79599, 1.67195, -2.03756], [-2.57223, 0.75253, 1.03872], [-3.02060, -0.61492, -2.72987], [-0.33639, 1.47081, 5.94508], [0.30742, -1.33367, -2.38914], [-0.12620, -3.43140, -2.47133], [-2.38778, -0.41105, 4.00553], [0.59663, 2.62023, -0.30374], [-1.68447, 2.00590, -3.07776], [-2.47404, -2.24540, -2.32389], [0.81318, 2.30106, 4.86740], [-1.44483, -0.97546, 4.01356], [-0.21326, 2.55948, 0.43551], [3.12787, -0.55370, -2.98983], [1.62129, -1.75048, 3.84314], [-2.09678, -1.55994, -3.91662], [-1.67315, 2.53554, -1.38582], [0.07069, 0.88123, 2.30686], [-0.11843, 1.71888, 4.89646], [-2.20035, -1.32167, -2.84877], [1.56258, -0.93954, 0.96072], [1.54402, -0.90424, 5.40218], [1.60387, -2.98958, -2.61968], [-2.81812, 1.31062, -1.90212], [2.31069, 2.04471, -1.08850], [-0.91743, 2.36809, 4.51206], [2.75193, -0.58342, -1.95699]],
  "forces_ev_per_a": [[0.1, 0.3, 0.3], [-0.1, 0.0, -0.1], [0.0, 0.1, -0.1], [-1.5, -3.2, -0.1], [0.3, 0.7, -1.4], [0.0, 0.2, 0.0], [0.0, -0.1, 0.2], [0.0, -0.2, 0.0], [-0.1, -0.4, -0.1], [0.1, -0.2, -0.1], [0.9, 0.6, 0.1], [-0.4, 0.0, -0.2], [0.9, -0.5, 1.3], [0.2, 0.1, -0.1], [1.0, 0.1, -1.5], [-1.0, -0.3, -0.1], [-0.9, 0.6, -1.2], [1.6, -0.1, -1.3], [-0.5, 0.4, -0.1], [-2.8, 1.0, 0.5], [-0.1, -0.1, -0.1], [0.0, 0.1, 0.0], [0.4, 0.8, 0.1], [0.2, 0.1, 0.0], [0.2, -0.1, -0.1], [0.4, -0.1, -0.7], [0.1, 0.0, -0.1], [0.0, 0.0, 0.0], [-0.1, -0.2, 0.0], [-0.3, -0.2, 0.3], [-1.0, 1.5, 1.9], [0.0, 0.0, 0.0], [0.0, 0.2, 0.0], [0.0, 0.0, 0.0], [0.0, 0.0, 0.0], [0.1, 0.2, 2.1], [-0.2, 0.0, 0.4], [-0.5, -0.2, 0.0], [2.5, -0.9, 0.2], [0.0, 0.0, 0.0], [-0.2, -0.2, -0.1], [0.0, 0.2, 0.0], [0.3, 0.1, -0.4], [0.1, -0.2, 0.1], [0.5, -0.2, 0.1]],
  "lowdin_spin": [0.003, 0.001, 0.000, 0.277, 0.021, 0.009, 0.006, 0.000, 0.001, 0.001, 0.293, 0.005, 2.687, 0.012, 0.115, 0.279, 0.121, 0.044, 0.004, 0.241, -0.001, 0.001, 0.061, 0.002, 0.001, 0.021, 0.000, 0.015, 0.000, 0.002, 0.209, 0.015, 0.002, 0.015, 0.000, 0.155, 0.006, 0.052, 0.278, 0.000, 0.000, 0.000, 0.004, 0.000, 0.041],
  "charge": -2,
  "spin_multiplicity": 6,
  "lumo_energy_ha": [0.1894, 0.1879],
  "homo_lumo_gap_ev": [4.5500, 5.5370]
}

---

{
  "formula": "C6H18ClO3S",
  "method": "ωB97M-V with the def2-TZVPD basis set",
  "species": ["C", "C", "H", "S", "H", "C", "O", "O", "H", "H", "H", "C", "C", "H", "H", "H", "H", "H", "H", "H", "H", "H", "H", "C", "H", "H", "Cl", "H", "O"],
  "coordinates": [[-0.42868, 0.36429, 2.04164], [-3.22793, -1.98137, -0.63289], [5.21558, 0.79208, 0.41418], [-1.06902, 1.75905, 1.19742], [-0.28446, -0.54939, 1.52658], [-4.50334, -2.15214, -1.65920], [-2.33532, -0.95563, -1.02362], [-1.26047, 2.74260, 2.24744], [1.10877, 2.05530, 1.25113], [-3.71301, -1.86929, 0.36502], [-5.11183, -1.12562, -1.52688], [3.39341, 0.47599, -0.82412], [0.42996, 2.19492, 0.33554], [-4.04838, -2.29798, -2.53060], [-2.61150, -2.80825, -0.51059], [3.99307, 0.03316, -1.64951], [3.86861, 1.66470, 1.09269], [0.59095, 1.24466, -0.34874], [4.95684, 2.12891, -0.40431], [2.22485, -1.19851, -0.72312], [-1.39209, 0.05912, 2.81059], [-5.10829, -3.00319, -1.33314], [-1.44697, -1.10860, -0.90675], [4.27462, 1.29010, 0.15849], [0.12730, 3.11922, -0.12775], [2.58364, 1.11387, -1.22767], [0.53806, -1.87921, -0.66944], [0.54282, 0.42729, 2.79976], [2.69282, -0.53609, -0.14215]],
  "forces_ev_per_a": [[-0.8, -1.8, 5.4], [-1.7, 1.1, -0.2], [-0.5, -1.1, 0.5], [-0.3, -1.7, -1.2], [0.2, -0.6, -1.3], [-0.1, 2.9, 5.7], [-5.5, 1.8, -0.7], [-0.4, 2.1, 1.6], [-0.1, 1.3, -1.9], [0.5, 0.7, -0.3], [1.3, -2.4, -0.8], [-0.7, 0.1, 0.4], [0.2, -3.6, 0.9], [1.1, -0.4, -4.1], [0.6, -2.3, -0.2], [-0.1, 0.6, 0.3], [-0.5, 0.1, -0.3], [-0.1, 2.1, 0.9], [-2.5, -1.1, 0.9], [0.2, 0.8, 0.4], [2.6, 1.0, -1.9], [0.0, 0.2, -0.1], [3.6, -1.5, 0.7], [3.1, 1.2, -2.1], [1.0, 0.4, -0.2], [0.8, 0.3, -0.4], [-1.4, -1.0, -0.4], [-2.4, 0.7, -2.1], [1.8, 0.3, 0.8]],
  "mulliken_charge": [-0.774, -0.249, 0.354, 0.535, 0.325, -0.993, -0.413, -0.673, 0.093, 0.234, 0.206, -0.149, -0.503, 0.333, 0.371, 0.306, 0.276, 0.073, 0.282, 0.230, 0.214, 0.322, 0.056, -1.119, 0.415, 0.208, -0.770, 0.283, -0.473],
  "charge": -1,
  "de_lowest_ev": 0.0179,
  "lumo_energy_ha": 0.1239,
  "homo_lumo_gap_ev": 8.4385
}

---

{
  "formula": "C9H9N3OP",
  "method": "ωB97M-V with the def2-TZVPD basis set",
  "species": ["C", "N", "C", "H", "N", "C", "H", "C", "H", "P", "H", "N", "C", "H", "H", "H", "C", "C", "O", "C", "H", "C", "H"],
  "coordinates": [[-0.91790, 2.04455, -1.07274], [0.11267, -2.28858, 0.57917], [-1.23607, 1.11985, 0.18166], [-2.31520, 0.97838, 0.24458], [1.21553, -1.60777, 0.73358], [-0.95171, -1.50433, 0.28330], [-0.77648, 3.31212, 1.29643], [1.58098, 0.88340, 0.32830], [1.12802, -4.04278, 0.91530], [-0.45074, 1.99454, 1.64964], [2.06152, 1.88572, -2.62047], [0.95014, 1.98549, 0.64082], [1.65158, 1.77116, -1.63096], [-1.22885, 1.53954, -1.98978], [-0.49812, -3.97198, 1.62834], [-0.31228, -4.20400, -0.11937], [0.10463, -3.70875, 0.75775], [0.52488, 2.25588, -1.11663], [2.40935, 1.04088, -0.74389], [-0.52536, -0.19596, 0.29640], [-1.92803, -1.91787, 0.12140], [0.89349, -0.33588, 0.59417], [-1.49204, 2.96640, -0.95700]],
  "forces_ev_per_a": [[-0.7, 0.1, -0.2], [-0.2, 0.9, -0.2], [-0.3, 0.2, 0.3], [0.0, 0.1, 0.1], [1.2, 0.0, 0.1], [-0.2, 0.5, 0.0], [-0.1, 0.2, 0.0], [-0.6, 1.2, 0.0], [-0.1, 0.1, 0.0], [-0.7, -0.4, 0.0], [-0.1, -0.3, -0.1], [0.9, -0.3, -2.2], [0.0, 0.3, 0.0], [0.0, 0.1, 0.0], [0.1, 0.0, 0.0], [0.1, 0.1, 0.0], [0.0, -1.1, 0.2], [1.0, -0.4, 2.2], [0.5, -0.2, 0.0], [0.5, -0.4, 0.0], [-0.2, -0.1, 0.0], [-1.2, -0.7, 0.0], [0.0, -0.1, -0.1]],
  "mulliken_charge": [-0.598, 0.718, -0.237, 0.614, -0.831, -1.406, 0.123, 0.751, 0.311, -0.018, 0.437, -0.340, -0.301, 0.389, 0.327, 0.331, -0.813, 0.206, -0.294, 0.731, 0.479, 0.090, 0.330],
  "charge": 1,
  "de_lowest_ev": 0.0000,
  "lumo_energy_ha": -0.1829,
  "smiles": "Cn1cc2c(n1)-c1occ3[n+]1P[C@H]2C3",
  "homo_lumo_gap_ev": 8.5725
}

---

{
  "formula": "C31H26N2P2Y",
  "method": "ωB97M-V with the def2-TZVPD basis set",
  "species": ["C", "H", "H", "C", "C", "C", "H", "H", "C", "C", "C", "C", "N", "H", "C", "H", "H", "C", "C", "H", "C", "H", "N", "C", "C", "C", "H", "H", "C", "H", "C", "C", "C", "Y", "H", "C", "H", "H", "H", "C", "C", "H", "C", "H", "C", "C", "C", "H", "C", "C", "P", "H", "H", "C", "H", "H", "H", "H", "C", "P", "C", "H"],
  "coordinates": [[5.97281, 1.59410, -1.78581], [3.75993, -2.91374, 2.48943], [1.22309, 1.74564, -3.03693], [5.39004, 1.77474, -0.53666], [0.63989, 2.06104, -2.17567], [-5.77967, 0.44062, -1.04886], [-1.75191, -4.41771, 3.28417], [0.71456, 2.58842, 1.64947], [0.54909, -1.85244, 2.51026], [5.31334, 0.87738, -2.77228], [-2.22521, -2.38299, 3.77108], [2.87131, -2.37625, 2.18837], [-0.25813, 1.58986, 0.01086], [-6.23048, 2.09808, -2.33373], [2.90117, -1.58451, 1.05839], [5.91218, 2.33132, 0.22978], [-0.29693, 3.66459, -3.28254], [-3.56473, -0.48414, -1.24881], [-4.23539, 1.37497, -2.63512], [3.55398, -0.24231, -3.27432], [-2.36931, -1.97107, 1.01511], [-2.79494, 0.08358, 1.51524], [1.49243, -5.14405, 0.40532], [-1.98628, -3.43277, 2.90310], [4.14152, 1.24146, -0.27004], [1.01745, -4.19504, -0.05548], [1.67158, -3.15330, 3.78713], [-1.97488, -4.08412, 0.86188], [3.47811, 0.52060, -1.26284], [-4.00291, 2.09687, -3.40719], [0.65023, 1.30792, -1.05433], [0.56720, -1.03070, 1.38583], [-2.09073, -3.23678, 1.52856], [0.17906, -2.34319, -1.17348], [6.95024, 2.01143, -1.98729], [-2.53578, -1.12017, 3.26735], [-2.18562, -2.54243, 4.84062], [5.77460, 0.72919, -3.73906], [0.44788, 4.83180, 0.68787], [1.69355, -2.51234, 2.91651], [-3.27629, 0.45227, -2.24015], [-0.32593, -0.49154, 1.09822], [-2.58306, -0.90618, 1.90283], [-0.66451, 5.14990, -1.49207], [-0.05694, 3.31620, -2.28494], [4.06364, 0.33350, -2.51113], [1.75448, -0.87728, 0.65910], [-6.75768, 0.43342, -0.58640], [-5.48427, 1.37489, -2.03286], [0.17841, 3.95961, 0.10439], [1.81793, -0.10312, -0.97770], [-0.37689, -1.96635, 3.05719], [3.68577, 1.38199, 0.70241], [-0.26240, 4.17290, -1.25187], [3.81583, -1.51094, 0.48211], [-2.30366, 0.44661, -2.71330], [-5.06824, -1.22237, 0.10006], [-2.73037, -0.29996, 3.94665], [0.27832, 2.74829, 0.67083], [-2.31006, -1.69476, -0.77494], [-4.83137, -0.49343, -0.66509], [-1.14505, 1.85279, -0.41920]],
  "forces_ev_per_a": [[0.0, 0.0, 0.0], [0.0, 0.0, 0.0], [0.0, 0.0, 0.0], [0.0, 0.0, 0.0], [0.0, -0.1, 0.0], [0.0, 0.0, 0.0], [0.0, 0.0, 0.0], [0.0, 0.0, 0.0], [0.2, 0.2, 0.0], [0.0, 0.0, 0.0], [-0.6, -0.2, 0.2], [0.0, -0.1, 0.1], [0.0, 0.0, 0.0], [0.0, 0.0, 0.0], [0.1, 0.0, 0.0], [0.0, 0.0, 0.0], [0.0, 0.0, 0.0], [0.1, 0.0, 0.1], [0.1, 0.0, 0.0], [0.0, 0.0, 0.0], [-0.3, 0.1, -0.1], [0.0, 0.0, 0.0], [0.0, 0.1, 0.0], [-0.5, -0.2, 0.0], [0.0, 0.1, -0.1], [0.0, -0.3, 0.0], [0.0, 0.0, 0.0], [0.0, 0.0, 0.0], [0.0, -0.1, 0.0], [0.0, 0.0, 0.0], [0.2, 0.2, 0.0], [0.1, 0.1, -0.2], [0.0, -0.1, 0.0], [-0.2, 0.1, 0.5], [0.0, 0.0, 0.0], [-0.2, 0.0, 0.0], [0.0, 0.0, 0.0], [0.0, 0.0, 0.0], [0.0, 0.0, 0.0], [0.1, 0.0, -0.1], [-0.1, 0.0, 0.0], [0.2, 0.1, 0.0], [-0.1, -0.1, 0.1], [0.0, 0.0, 0.0], [-0.1, 0.1, 0.1], [0.1, 0.0, 0.0], [0.3, -0.1, -0.1], [0.0, 0.0, 0.0], [0.0, 0.0, 0.0], [0.0, 0.0, 0.1], [-0.5, 0.3, -0.3], [0.7, 0.3, -0.2], [0.0, 0.0, 0.0], [0.0, 0.0, -0.1], [0.0, 0.0, 0.0], [0.1, 0.1, 0.0], [0.0, 0.0, 0.0], [0.0, 0.0, 0.0], [0.0, 0.0, 0.0], [0.2, -0.3, -0.2], [0.0, 0.0, 0.1], [-0.1, -0.1, 0.1]],
  "mulliken_charge": [-0.437, 0.400, 0.394, -0.746, -0.194, -0.590, 0.455, 0.527, -0.471, -0.715, -0.548, -0.879, 0.154, 0.392, -0.857, 0.411, 0.461, 0.515, -0.624, 0.378, -0.202, 0.471, -0.361, -0.754, -0.175, -0.121, 0.441, 0.557, 0.374, 0.397, 0.121, 0.287, -0.091, 0.876, 0.414, -0.660, 0.426, 0.424, 0.432, -0.740, -0.330, 1.257, -0.097, 0.426, -0.867, -0.030, -0.225, 0.400, -0.481, -0.356, -0.244, 0.238, 0.404, -0.505, 0.501, 0.306, 0.441, 0.398, -0.494, 0.234, -0.392, 0.273],
  "charge": 1,
  "lumo_energy_ha": -0.1464,
  "homo_lumo_gap_ev": 6.0174
}